Entry 1:
{"formula": "CH2ClI3Si", "method": "ωB97M-V/def2-TZVPD", "symbols": ["C", "Si", "Cl", "I", "I", "I", "H", "H"], "positions_angstrom": [[-0.394, -0.167, -0.092], [0.786, -0.068, 1.420], [0.532, -0.006, -1.659], [2.770, 1.303, 1.691], [-2.550, 1.695, -3.057], [1.046, -2.331, 2.302], [-1.214, 0.553, -0.258], [-0.977, -0.978, -0.348]], "relative_energy_kcal_mol": 86.2, "gap_ha": [0.318, 0.157], "lumo_energy_ev": [-1.327, -3.299], "largest_force_ev_per_a": 2.930, "homo_energy_ha": [-0.367, -0.278]}


Entry 2:
{"formula": "CH6N2", "method": "ωB97M-V/def2-TZVPD", "symbols": ["C", "N", "N", "H", "H", "H", "H", "H", "H"], "positions_angstrom": [[-0.995, -0.202, -0.168], [0.149, 0.573, -0.437], [1.290, -0.125, -0.048], [-1.905, 0.388, -0.212], [-1.027, -1.049, -0.845], [-0.546, -0.857, 0.883], [0.068, 1.490, 0.005], [2.078, 0.518, -0.062], [0.888, -0.738, 0.885]], "relative_energy_kcal_mol": 61.5, "smiles": "CNN", "gap_ha": 0.347, "lumo_energy_ev": 1.237, "largest_force_ev_per_a": 3.658, "homo_energy_ha": -0.301}


Entry 3:
{"formula": "C4H13N2", "method": "ωB97M-V/def2-TZVPD", "symbols": ["C", "C", "N", "H", "H", "H", "H", "H", "C", "N", "C", "H", "H", "H", "H", "H", "H", "H", "H"], "positions_angstrom": [[1.939, -0.586, -1.423], [-0.035, 0.031, -2.513], [0.483, -0.473, -1.480], [2.292, -0.089, -0.524], [2.436, -0.172, -2.300], [2.199, -1.639, -1.311], [-1.113, 0.104, -2.590], [0.577, 0.377, -3.344], [-0.260, -0.576, 2.231], [-0.897, -0.141, 0.958], [-1.262, 1.301, 0.946], [0.054, -1.608, 2.132], [0.598, 0.061, 2.423], [-0.974, -0.479, 3.037], [-1.730, -0.705, 0.790], [-0.258, -0.333, 0.137], [-1.866, 1.525, 1.819], [-1.837, 1.516, 0.052], [-0.348, 1.886, 0.958]], "relative_energy_kcal_mol": 31.4, "total_charge": 1, "gap_ha": 0.420, "lumo_energy_ev": -2.921, "largest_force_ev_per_a": 0.489, "homo_energy_ha": -0.528}


Entry 4:
{"formula": "C20H43MoNO6PS3Si4", "method": "ωB97M-V/def2-TZVPD", "symbols": ["Mo", "C", "C", "O", "P", "S", "S", "O", "C", "C", "H", "H", "H", "H", "H", "H", "H", "H", "H", "H", "C", "Si", "C", "C", "Si", "Si", "C", "C", "C", "Si", "C", "C", "C", "H", "H", "H", "H", "H", "H", "H", "H", "H", "H", "H", "H", "H", "H", "H", "H", "H", "H", "H", "H", "H", "H", "H", "H", "H", "H", "H", "O", "C", "N", "S", "O", "O", "C", "C", "C", "C", "C", "C", "H", "H", "H", "H", "O", "H", "H"], "positions_angstrom": [[0.458, -0.777, -0.402], [0.050, -5.672, 3.605], [0.235, -5.072, 2.231], [0.686, -3.699, 2.348], [-0.269, -2.505, 1.965], [0.719, -0.774, 2.033], [-0.934, -2.614, 0.046], [-1.452, -2.712, 3.013], [-2.623, -1.863, 2.922], [-3.835, -2.712, 2.617], [-0.240, -6.719, 3.509], [-0.726, -5.140, 4.153], [0.978, -5.615, 4.173], [-0.691, -5.106, 1.654], [1.011, -5.584, 1.665], [-2.473, -1.110, 2.142], [-2.705, -1.351, 3.879], [-3.720, -3.195, 1.646], [-4.727, -2.084, 2.587], [-3.972, -3.479, 3.380], [2.004, 2.551, -2.069], [0.135, 2.671, -2.199], [-0.354, 4.475, -1.991], [-0.352, 2.264, -3.985], [-0.962, 1.322, -0.600], [-3.061, 0.789, -1.492], [-4.130, 0.010, -0.156], [-2.920, -0.433, -2.912], [-3.941, 2.327, -2.120], [-1.192, 2.629, 1.336], [-2.319, 4.104, 1.016], [0.513, 3.222, 1.842], [-1.977, 1.713, 2.775], [2.483, 3.301, -2.703], [2.361, 1.565, -2.377], [2.333, 2.708, -1.040], [0.130, 5.083, -2.760], [-0.055, 4.864, -1.017], [-1.434, 4.601, -2.088], [0.167, 2.961, -4.648], [-1.425, 2.407, -4.126], [-0.113, 1.262, -4.346], [-3.667, -0.914, 0.199], [-5.125, -0.235, -0.537], [-4.250, 0.684, 0.696], [-2.407, -1.345, -2.599], [-2.366, -0.006, -3.750], [-3.916, -0.704, -3.272], [-4.060, 3.066, -1.324], [-4.933, 2.076, -2.504], [-3.376, 2.801, -2.926], [-2.004, 4.696, 0.157], [-2.336, 4.758, 1.892], [-3.343, 3.766, 0.833], [0.949, 3.868, 1.076], [1.188, 2.373, 1.972], [0.475, 3.784, 2.778], [-2.967, 1.330, 2.514], [-2.099, 2.406, 3.613], [-1.357, 0.882, 3.110], [3.208, 1.004, 0.862], [3.451, 0.054, 0.159], [2.542, -0.578, -0.675], [3.182, -1.892, -1.437], [3.135, -1.715, -2.873], [2.555, -3.082, -0.923], [4.819, -1.662, -0.833], [5.966, -2.378, -1.105], [7.136, -1.962, -0.480], [7.138, -0.868, 0.383], [5.971, -0.161, 0.642], [4.807, -0.574, 0.022], [5.956, -3.225, -1.777], [8.057, -2.495, -0.670], [8.064, -0.567, 0.854], [5.950, 0.692, 1.308], [0.422, -1.004, -2.712], [1.281, -1.340, -3.040], [0.292, -0.147, -3.141]], "relative_energy_kcal_mol": 0.0, "s2": 1.11, "gap_ha": [0.264, 0.260], "spin_multiplicity": 2, "lumo_energy_ev": [-0.274, -0.104], "largest_force_ev_per_a": 0.422, "homo_energy_ha": [-0.275, -0.264]}